C3H4ClO4 | wB97M-V/def2-TZVPD

As for the HOMO-LUMO gap: 9.097 eV. Its total energy is -877.94557 hartree. The relative energy (zero: lowest compared OMol25 entry of this formula, charge and spin) is 24.30 kcal per mole. As for the net charge: -1. The highest occupied orbital energy is -5.2560 eV. The calculation puts the maximum force at 4.47 eV Å⁻¹.

Last columns: bonded neighbours and bond lengths (Å).
Element x y z (Å)
1 C 0.006 1.167 0.368  C3 1.591, O4 1.351, O5 1.213
2 C 0.304 -1.317 0.427  C3 1.501, O6 1.397, H9 1.196, H10 1.040
3 C 0.841 -0.063 -0.199  C1 1.591, C2 1.501, O7 1.205
4 O 0.135 2.366 -0.240  C1 1.351, H12 1.031
5 O -0.495 1.016 1.463  C1 1.213
6 O -1.063 -1.553 0.596  C2 1.397, H11 0.957
7 O 1.778 0.037 -0.950  C3 1.205
8 Cl -1.616 0.440 -1.666  no bonds
9 H 0.790 -2.299 -0.054  C2 1.196
10 H 0.765 -1.275 1.358  C2 1.040
11 H -1.391 -0.776 0.144  O6 0.957
12 H -0.055 2.256 -1.247  O4 1.031

C5H7BrN2O3S | wB97M-V/def2-TZVPD

As for the HOMO-LUMO gap (alpha / beta): 7.735 / 7.778 eV. Its total energy is -3501.95189 hartree. The relative energy (zero: lowest compared OMol25 entry of this formula, charge and spin) is 135.94 kcal per mole. The highest occupied orbital energy (alpha / beta) is -8.3462 / -8.1373 eV. The calculation puts the maximum force at 5.66 eV Å⁻¹.

Last columns: bonded neighbours and bond lengths (Å).
Element x y z (Å)
1 C -0.659 -0.388 1.736  C2 1.340, C4 1.488, H13 1.121
2 C 0.189 -1.220 1.117  C1 1.340, H14 1.009
3 C -1.704 0.806 -0.254  C4 1.318, N6 1.379, H15 1.166
4 C -1.476 0.639 1.033  C1 1.488, C3 1.318, Br12 1.980
5 C 0.140 -0.535 -1.308  N6 1.451, O10 1.353, S11 1.773
6 N -1.099 0.218 -1.346  C3 1.379, C5 1.451, H16 0.967
7 N 2.137 0.515 0.261  S11 1.653, H17 1.085, H18 1.018
8 O 2.304 0.491 -2.243  S11 1.449
9 O 0.793 2.055 -1.191  S11 1.423
10 O 0.375 -1.346 -2.366  C5 1.353, H19 0.979
11 S 1.357 0.748 -1.177  C5 1.773, N7 1.653, O8 1.449, O9 1.423
12 Br -2.660 1.711 2.204  C4 1.980
13 H -0.589 -0.296 2.852  C1 1.121
14 H 0.649 -2.116 1.187  C2 1.009
15 H -2.522 1.562 -0.598  C3 1.166
16 H -1.597 0.291 -2.172  N6 0.967
17 H 2.137 1.233 1.075  N7 1.085
18 H 2.665 -0.345 0.396  N7 1.018
19 H 1.190 -1.001 -2.784  O10 0.979